The following is a DFT calculation (the ωB97M-V functional and the def2-TZVPD basis) of a molecular structure, C40H95I2N2O15S12.

Properties
Frontier orbital gap ... 0.239 hartree
F_max ... 1.85 eV/A
DFT total energy ... -8192.24089 a.u.
E_HOMO ... -9.928 eV

The geometry in ORCA input format:
```
! RIJCOSX wB97M-V def2-TZVPD def2/J DEFGRID3
* xyz 1 1
H 0.76548 -8.36920 3.37804
O 2.74996 1.62781 -6.11507
O 7.36766 -3.93311 4.38365
H 4.74270 -1.63797 -5.00142
H 4.35512 -1.33291 12.33807
H 3.98292 9.01258 8.21655
O -5.30488 5.18808 -3.31312
O -4.11015 -2.50386 -6.38617
C -1.13850 -2.79628 0.40418
I -0.20678 -6.79539 -5.69303
O 1.49933 8.57070 6.70900
H -5.90429 7.95058 -11.11407
H -2.28240 -3.40037 -1.90749
H -6.29331 5.15315 -6.08515
H 6.25698 -5.47774 -2.08848
H -7.96918 8.23704 -7.85102
H 5.11739 -2.62872 11.36722
H -4.74607 -2.41991 5.73158
H 5.05163 -3.30094 5.91289
C -4.63306 2.69653 -3.93916
H -4.69236 7.95918 -9.79751
H 6.29196 -3.73257 7.11339
C 1.47164 -1.16631 -0.03709
H -6.64983 -3.52858 -7.45626
H -1.70542 -4.73369 -6.59255
H -5.34728 3.57903 0.67582
C 1.91604 3.33316 -7.97284
H 1.20674 -0.10781 0.13360
H -4.32734 2.08435 -4.78782
C -1.77568 -3.02656 -4.55433
C 3.77931 -0.92689 9.57725
H 3.67091 -0.35949 8.65432
C 3.42001 8.12133 8.48712
H -0.86206 -7.53668 1.53704
H -6.35836 8.91421 -8.18761
C -0.93518 -2.50233 -3.37516
H 2.96252 -0.67665 10.25451
H 2.82570 0.02863 -4.83034
H -7.62773 8.93873 -9.44900
C 1.09501 6.80798 8.65615
C -1.45138 5.88369 5.66890
C 2.18545 -0.50689 -2.84154
S 7.26528 -2.69662 5.20874
C -5.42710 7.35788 -10.33360
C -0.59994 -2.39764 -0.96523
C 6.63076 -3.37711 -2.03602
H 4.37621 -1.93680 -1.94373
H -4.93522 6.49689 -10.78244
O 6.43211 -0.98432 9.44917
H 3.47570 -6.55384 2.78056
O -1.82288 -3.76730 0.53388
O 6.94684 -3.28191 -0.88198
O 3.74977 -4.43401 -0.09378
H 3.75242 7.28102 7.87682
S 5.34935 -0.47442 10.33563
C -3.10779 -3.53605 3.75540
H -2.72002 -4.82420 -3.71784
H 2.91391 -0.50963 -2.02686
C 5.21753 -1.60502 11.72908
C -3.07498 4.33144 2.22279
H -2.31043 -6.55908 1.87195
S -0.90028 -6.69547 3.77944
H 3.82160 -7.03136 1.09064
H 1.65086 4.38102 -8.11296
H -4.10325 -3.20383 3.45525
C 6.56787 -4.71094 -2.80690
H -4.59746 3.05424 -0.84791
H -5.69142 3.52513 -6.45327
H 0.43431 -1.60476 -4.54069
H 2.54275 -1.26136 -0.26698
H -2.77895 -2.58523 -4.49375
H 6.15430 -4.04297 1.56836
H 1.29063 -1.73324 0.88346
H 5.84991 -4.65126 -3.63867
H -2.22162 4.17734 2.88027
C -7.20632 8.37821 -8.61445
H -5.60254 2.36583 -3.56228
I -1.50122 -0.13496 1.27647
H 0.55538 -8.02227 5.11020
H 5.43664 -1.90409 3.86799
O -5.96179 6.09952 -8.05612
C 5.59491 -4.95677 1.75539
H 4.98876 -0.25252 -3.88991
H -2.11196 5.01779 5.64609
C -6.59632 -2.44983 -7.32227
H -4.33085 4.71166 -0.26370
H -1.66558 6.48170 6.55509
C -6.04116 4.18590 -5.65958
C 6.37141 -1.47504 4.23279
H 5.70216 -5.23598 2.80386
H 1.21647 3.44647 -4.38084
H -0.64133 -9.03162 4.26432
H 0.01758 6.77246 8.50520
H 2.41732 -1.67713 -4.75766
H -6.21375 -1.98782 -8.23254
C 3.29610 -6.32188 1.73051
H 3.57084 7.90414 9.54476
S -5.48444 -2.10839 -5.95199
H -4.92407 0.10877 -5.31082
H -3.61443 -2.06766 7.05940
H 1.57577 6.05081 8.03537
C -0.58801 8.17025 4.59333
H -3.81406 -3.74348 6.49600
H 6.99635 -1.19164 3.38746
C -5.58420 -0.31589 -6.06452
C 1.04893 3.56085 -5.45058
H 5.97537 -5.75164 1.11330
C -1.64439 -7.32497 2.26683
H 1.82582 0.53921 -2.92170
H -3.02353 5.32914 1.78800
C -3.79644 -2.69723 6.19002
O -3.12395 7.42921 4.29802
C 0.03606 -8.18302 4.16712
N 0.19567 -1.78259 -3.57106
C -1.37349 -2.82714 -2.07722
S -2.45601 -2.44208 5.01736
H 2.69498 3.05864 -8.68166
H 3.77063 -1.99416 9.35259
H 1.31912 6.63264 9.70845
H -0.85308 8.62044 5.54773
H -5.26595 0.01112 -7.05493
C -1.86207 -4.59316 -4.36289
H -2.44230 -3.50334 2.89876
C 4.77237 -2.20301 -2.94017
O -0.88150 -2.04281 1.51927
S -3.01659 3.09442 0.92174
H 6.12408 -1.51676 12.32467
C 2.90449 -0.86557 -4.18585
C 0.59210 -1.64832 -1.19264
H 6.17085 -0.59669 4.84673
S -1.75081 6.86274 4.18724
H -7.58860 -2.06354 -7.08946
H -3.14922 -4.55532 4.14336
C 0.94942 -1.34223 -2.53778
H -0.41342 5.54893 5.67952
O -2.57377 -1.04446 4.50211
C -4.46861 3.67323 0.03748
H -6.92028 3.76035 -5.17177
S 3.86462 -4.64929 1.38197
H -2.21453 -8.22895 2.48333
H 4.39244 -3.19951 -3.20724
H 6.47868 -1.44064 -2.15794
C -1.86172 -5.36375 -5.71305
C 4.42178 -1.18167 -4.04975
H -2.75906 -5.98660 -5.80376
H 7.55399 -4.89023 -3.25684
O -1.98499 -6.57894 4.79369
S 1.67650 8.44526 8.18349
C 5.96032 -2.96560 6.41634
H 5.77062 -2.04092 6.96291
N 6.26675 -2.21006 -2.79163
H -3.99686 4.21611 2.79336
H -0.63751 8.92445 3.80941
H -1.33641 -2.76168 -5.52635
S -4.73139 4.42233 -4.45254
H -3.88784 2.61741 -3.14812
H 2.22684 -6.36877 1.52589
H -6.60831 0.00387 -5.87106
O -1.82638 3.39107 0.07072
H 1.04335 2.69763 -8.12566
S -6.67748 6.75721 -9.18818
H -0.95373 -4.86918 -3.80709
H 0.23029 2.91151 -5.76357
H 0.41979 7.76158 4.63977
S 2.56002 3.09697 -6.31038
H 0.81055 4.60140 -5.66977
*
```

Löwdin atomic charge list, values in e, 99 entries:
1. H 0.046
2. O -0.569
3. O -0.560
4. H 0.121
5. H 0.054
6. H 0.052
7. O -0.549
8. O -0.562
9. C -0.582
10. I 0.725
11. O -0.558
12. H 0.055
13. H 0.139
14. H 0.016
15. H 0.082
16. H 0.052
17. H 0.059
18. H 0.058
19. H 0.055
20. C -0.285
21. H 0.059
22. H 0.054
23. C -0.052
24. H 0.054
25. H 0.040
26. H 0.063
27. C -0.265
28. H 0.059
29. H 0.025
30. C -0.112
31. C -0.278
32. H 0.047
33. C -0.269
34. H 0.052
35. H 0.061
36. C -0.157
37. H 0.052
38. H 0.061
39. H 0.056
40. C -0.270
41. C -0.266
42. C -0.086
43. S 0.823
44. C -0.270
45. C -0.059
46. C -0.512
47. H 0.106
48. H 0.049
49. O -0.559
50. H 0.055
51. O 0.137
52. O 0.078
53. O -0.579
54. H 0.058
55. S 0.805
56. C -0.264
57. H 0.113
58. H 0.092
59. C -0.270
60. C -0.273
61. H 0.043
62. S 0.789
63. H 0.060
64. H 0.057
65. H 0.068
66. C 0.008
67. H 0.029
68. H 0.053
69. H 0.170
70. H 0.078
71. H 0.094
72. H 0.039
73. H 0.080
74. H 0.070
75. H 0.036
76. C -0.266
77. H 0.060
78. I 1.192
79. H 0.052
80. H 0.049
81. O -0.569
82. C -0.265
83. H 0.119
84. H 0.046
85. C -0.260
86. H 0.069
87. H 0.051
88. C -0.272
89. C -0.270
90. H 0.044
91. H 0.048
92. H 0.061
93. H 0.038
94. H 0.106
95. H 0.062
96. C -0.271
97. H 0.054
98. S 0.825
99. H 0.022